Molecular formula: C62H126O16
Method: DFT, ωB97M-V with the def2-TZVPD basis set

XYZ file:
```
204
Properties=species:S:1:pos:R:3
C 5.224 2.188 -1.761
C 5.775 1.414 -0.631
C 5.695 2.436 0.484
O 5.923 3.685 -0.081
C 5.501 3.671 -1.428
H 4.136 2.123 -1.746
H 5.632 1.819 -2.701
H 6.816 1.095 -0.675
H 5.114 0.581 -0.393
H 6.479 2.238 1.215
H 4.713 2.454 0.957
H 6.406 4.035 -1.914
H 4.731 4.412 -1.638
C -0.817 5.355 -3.144
C 0.219 4.513 -3.906
C -0.103 3.138 -3.458
O -1.490 3.113 -3.302
C -1.968 4.353 -2.756
H -1.183 6.222 -3.694
H -0.148 5.646 -2.335
H 1.286 4.659 -3.743
H 0.038 4.710 -4.963
H 0.321 2.899 -2.482
H 0.150 2.298 -4.106
H -1.966 4.312 -1.666
H -2.957 4.539 -3.173
C 2.485 -0.870 -5.975
C 1.420 -0.516 -6.942
C 1.109 0.965 -6.697
O 2.165 1.364 -5.855
C 2.517 0.337 -5.010
H 3.445 -0.916 -6.489
H 2.336 -1.822 -5.466
H 0.453 -1.012 -6.855
H 1.694 -0.669 -7.986
H 0.164 1.184 -6.200
H 0.970 1.518 -7.626
H 1.830 0.315 -4.164
H 3.504 0.491 -4.574
C -2.775 7.518 0.116
C -2.385 8.571 -0.990
C -3.270 8.163 -2.179
O -3.756 6.898 -1.920
C -4.000 6.804 -0.529
H -2.961 7.864 1.132
H -2.000 6.834 0.463
H -1.322 8.564 -1.231
H -2.540 9.634 -0.801
H -2.814 8.101 -3.167
H -4.135 8.824 -2.242
H -4.033 5.776 -0.168
H -4.912 7.395 -0.441
C -3.189 -4.214 -0.185
C -2.725 -4.038 1.274
C -3.453 -2.806 1.765
O -4.036 -2.369 0.577
C -3.516 -2.835 -0.648
H -4.197 -4.629 -0.168
H -2.535 -4.783 -0.846
H -1.656 -4.003 1.483
H -3.068 -4.882 1.873
H -2.785 -2.126 2.293
H -4.193 -3.280 2.409
H -2.642 -2.199 -0.790
H -4.216 -2.701 -1.472
C 6.065 -1.728 1.785
C 7.302 -2.231 1.080
C 6.796 -3.292 0.143
O 5.738 -3.843 0.934
C 5.068 -2.850 1.733
H 5.616 -0.905 1.229
H 6.330 -1.462 2.808
H 8.015 -2.644 1.794
H 7.810 -1.462 0.498
H 7.559 -4.040 -0.073
H 6.464 -2.857 -0.800
H 4.910 -3.297 2.715
H 4.133 -2.712 1.190
C 1.528 4.732 1.637
C 0.352 4.023 1.028
C -0.781 4.668 1.832
O -0.372 5.986 2.105
C 0.970 6.145 1.766
H 2.435 4.748 1.033
H 1.850 4.278 2.574
H 0.344 2.943 1.179
H 0.277 4.275 -0.030
H -0.958 4.110 2.752
H -1.758 4.802 1.368
H 1.435 6.728 2.560
H 0.969 6.665 0.808
C 2.164 -2.679 5.974
C 2.868 -3.337 4.844
C 2.048 -2.992 3.630
O 0.694 -2.917 4.185
C 0.753 -2.924 5.612
H 2.374 -1.609 5.980
H 2.323 -3.036 6.992
H 2.928 -4.396 5.097
H 3.889 -2.986 4.696
H 2.220 -3.763 2.878
H 2.419 -2.020 3.305
H 0.368 -3.863 6.010
H 0.126 -2.144 6.044
C 1.390 -3.290 -0.546
C 0.328 -3.361 -1.606
C 0.783 -4.584 -2.486
O 2.168 -4.822 -2.124
C 2.660 -3.743 -1.318
H 1.303 -4.114 0.162
H 1.416 -2.371 0.041
H 0.275 -2.519 -2.296
H -0.648 -3.684 -1.244
H 0.700 -4.259 -3.523
H 0.147 -5.457 -2.342
H 3.098 -3.058 -2.045
H 3.479 -4.072 -0.680
C 5.512 2.163 5.502
C 4.087 2.419 4.952
C 3.985 1.451 3.793
O 5.310 1.270 3.336
C 6.297 1.535 4.392
H 5.475 1.558 6.408
H 5.914 3.076 5.941
H 4.028 3.482 4.715
H 3.337 2.132 5.688
H 3.474 2.073 3.057
H 3.407 0.541 3.949
H 6.998 2.259 3.974
H 6.839 0.638 4.691
C 0.987 -6.635 3.603
C 0.322 -8.014 3.721
C -1.052 -7.805 3.152
O -0.958 -6.691 2.265
C 0.289 -6.131 2.398
H 2.049 -6.754 3.386
H 0.698 -5.957 4.406
H 0.150 -8.428 4.714
H 0.968 -8.748 3.238
H -1.664 -7.567 4.022
H -1.369 -8.738 2.686
H 0.245 -5.043 2.342
H 0.850 -6.359 1.491
C -4.697 2.620 1.472
C -4.744 1.207 0.912
C -6.050 0.731 1.401
O -6.810 1.912 1.030
C -6.123 3.138 1.326
H -4.000 3.247 0.917
H -4.430 2.549 2.527
H -3.978 0.490 1.207
H -4.879 1.145 -0.168
H -6.050 0.428 2.448
H -6.455 -0.125 0.862
H -6.513 3.570 2.247
H -6.084 3.927 0.574
C -2.341 -5.288 -6.134
C -3.014 -4.118 -5.442
C -3.191 -4.708 -4.099
O -1.944 -5.316 -3.892
C -1.596 -6.001 -5.024
H -1.633 -4.954 -6.892
H -3.206 -5.819 -6.534
H -3.918 -3.759 -5.935
H -2.356 -3.250 -5.398
H -3.992 -5.405 -3.851
H -3.361 -3.851 -3.447
H -2.010 -6.998 -4.872
H -0.514 -6.132 -5.029
C -4.720 0.016 -3.494
C -3.310 -0.153 -3.877
C -3.367 0.317 -5.388
O -4.593 1.070 -5.510
C -5.268 1.229 -4.277
H -4.853 0.027 -2.412
H -5.375 -0.732 -3.941
H -2.959 -1.184 -3.868
H -2.570 0.427 -3.326
H -3.314 -0.618 -5.946
H -2.539 0.983 -5.629
H -6.333 1.171 -4.501
H -5.082 2.117 -3.673
C -2.912 0.053 4.341
C -1.738 0.915 4.111
C -1.934 1.783 5.389
O -3.353 1.945 5.639
C -3.982 0.879 5.115
H -2.534 -0.715 5.016
H -3.258 -0.508 3.473
H -1.986 1.559 3.267
H -0.817 0.359 3.937
H -1.503 2.777 5.271
H -1.491 1.396 6.307
H -4.864 1.083 4.508
H -4.346 0.225 5.908
C -1.752 1.252 -0.455
C -0.658 0.067 -0.271
O 0.446 0.600 0.362
H -2.576 1.037 -1.135
H -1.214 2.134 -0.803
H -2.120 1.387 0.562
H -0.523 -0.385 -1.254
H -1.013 -0.697 0.422
H 1.246 0.084 0.486
```

Spin multiplicity: 1
Molecular weight (g/mol): 1127.674
Energy relative to the best compared isomer or geometry (same formula, charge and spin) (eV): 0.572
LUMO level (eV): 0.27